# 1
One molecule with the formula C26H29N5O4, computed with ωB97M-V/def2-TZVPD.

```
64
Properties=species:S:1:pos:R:3:lowdin_charge:R:1
C -9.533 -0.288 0.160 -0.0620
C -8.766 -0.542 1.450 -0.2180
O -7.396 -0.166 1.325 -0.0147
C -6.570 -1.064 0.766 -0.4518
O -6.928 -2.158 0.395 0.1054
C -5.181 -0.568 0.668 -0.1315
C -4.815 0.711 1.081 0.0017
C -3.508 1.139 0.973 0.0072
C -2.536 0.288 0.446 -0.2015
N -1.197 0.635 0.328 0.1536
C -0.608 1.867 0.497 -0.3948
O -1.243 2.873 0.757 0.0622
C 0.859 1.853 0.340 -0.0452
C 1.539 3.008 0.126 -0.2159
C 0.910 4.351 -0.032 -0.0051
N 2.912 3.014 0.022 0.1589
C 3.622 1.902 0.359 -0.3294
N 4.919 1.761 0.525 0.1849
C 5.038 0.453 0.884 -0.3587
C 6.354 -0.169 1.180 -0.1416
C 6.209 -1.619 1.624 -0.2030
C 7.569 -2.271 1.877 -0.2901
O 7.458 -3.591 2.351 -0.0688
N 3.891 -0.186 0.940 0.1745
N 2.982 0.750 0.608 -0.0163
C 1.569 0.511 0.447 -0.1633
C 1.372 -0.366 -0.781 -0.2029
C 1.181 -1.736 -0.640 -0.0494
C 1.039 -2.529 -1.764 -0.0671
C 1.091 -1.965 -3.027 -0.0398
C 1.292 -0.599 -3.185 -0.2608
C 1.371 0.023 -4.545 -0.0460
C 1.434 0.189 -2.051 0.0225
C -2.903 -0.997 0.032 -0.0057
C -4.209 -1.417 0.140 -0.0064
H -10.583 -0.524 0.307 0.0761
H -9.138 -0.916 -0.634 0.0751
H -9.439 0.755 -0.134 0.0772
H -9.155 0.070 2.267 0.1226
H -8.820 -1.602 1.718 0.1210
H -5.565 1.370 1.490 0.1185
H -3.229 2.130 1.288 0.1002
H -0.614 -0.104 -0.042 0.1015
H -0.030 4.282 -0.572 0.0867
H 0.676 4.764 0.948 0.1015
H 1.585 5.030 -0.551 0.0830
H 3.414 3.882 -0.072 0.1556
H 6.974 -0.105 0.281 0.1233
H 6.849 0.423 1.954 0.1237
H 5.671 -2.175 0.852 0.1126
H 5.613 -1.664 2.536 0.1184
H 8.112 -1.728 2.654 0.1214
H 8.170 -2.245 0.955 0.1187
H 6.914 -4.094 1.735 0.0841
H 1.226 -0.036 1.338 0.1608
H 1.151 -2.176 0.346 0.1187
H 0.889 -3.593 -1.656 0.1059
H 0.978 -2.591 -3.899 0.1106
H 2.397 0.322 -4.760 0.0862
H 1.050 -0.676 -5.313 0.0755
H 0.747 0.913 -4.596 0.0823
H 1.591 1.254 -2.159 0.1278
H -2.151 -1.657 -0.378 0.1099
H -4.503 -2.406 -0.179 0.1202
```

The spin multiplicity is 1. Its energy above the lowest of the compared OMol25 structures with the same formula, charge and spin is 6.25 kJ/mol. As for the structure (SMILES): CCOC(=O)c1ccc(NC(=O)C2=C(C)Nc3nc(CCCO)nn3[C@@H]2c2cccc(C)c2)cc1. Its total energy is -1582.97557 a.u. The value obtained for the HOMO energy is -8.44 eV.

***

# 2
C26H29N5O6S as an isolated structure, computed with ωB97M-V/def2-TZVPD.

```
67
Properties=species:S:1:pos:R:3:lowdin_charge:R:1
C 1.487 -1.216 6.527 -0.0764
H 2.575 -1.306 6.538 0.0936
O 1.060 -0.119 5.751 -0.0680
C 1.298 -0.055 4.411 -0.1945
C 0.758 1.071 3.796 0.0146
C 0.899 1.305 2.444 -0.0314
C 1.581 0.393 1.655 -0.1728
C 2.140 -0.725 2.258 0.0403
C 2.016 -0.970 3.619 -0.1717
O 2.570 -2.071 4.224 -0.1138
C 3.283 -2.991 3.436 -0.0751
H 3.614 -3.765 4.127 0.0960
H 4.156 -2.531 2.964 0.0997
H 2.648 -3.442 2.666 0.0970
H 2.695 -1.413 1.643 0.1082
C 1.786 0.639 0.180 -0.1135
N 0.654 1.341 -0.430 0.0407
C -0.626 0.952 -0.204 -0.4269
O -0.897 -0.089 0.411 0.0237
C -1.704 1.815 -0.644 -0.3007
C -3.058 1.509 -0.464 -0.2669
N -3.564 0.360 -0.003 0.1763
H -2.924 -0.285 0.438 0.0939
H -4.562 0.338 0.158 0.0922
C -3.860 2.614 -0.896 -0.2585
N -3.189 3.654 -1.341 -0.2596
S -1.591 3.420 -1.305 1.1173
C -5.335 2.622 -0.815 -0.4851
O -5.971 1.683 -0.363 0.0503
N -5.902 3.753 -1.274 0.1763
H -5.316 4.494 -1.618 0.0923
H -6.902 3.859 -1.246 0.1166
C 0.994 2.278 -1.437 -0.3080
C 0.690 2.000 -2.766 -0.0438
C 1.052 2.894 -3.755 -0.0684
C 1.722 4.061 -3.427 -0.0750
C 2.033 4.333 -2.105 -0.0693
C 1.675 3.444 -1.108 -0.0346
H 1.915 3.650 -0.076 0.1245
H 2.559 5.240 -1.848 0.1074
H 2.007 4.756 -4.202 0.1053
H 0.820 2.674 -4.786 0.1094
H 0.174 1.082 -3.010 0.1245
H 2.655 1.296 0.049 0.1629
C 2.096 -0.632 -0.645 -0.4579
O 3.085 -0.708 -1.344 0.0818
N 1.172 -1.595 -0.507 0.0914
C 1.134 -2.763 -1.350 -0.0988
H 2.156 -2.999 -1.657 0.1307
H 0.725 -3.600 -0.780 0.1305
C 0.291 -2.528 -2.624 -0.3168
C -1.187 -2.266 -2.316 -0.1202
H -1.646 -1.736 -3.152 0.1210
C -1.748 -3.684 -2.217 -0.1486
H -1.665 -4.058 -1.197 0.1058
C -0.835 -4.481 -3.162 -0.1892
H -1.327 -4.701 -4.116 0.1174
O 0.300 -3.675 -3.448 -0.0985
H -0.509 -5.428 -2.716 0.1168
H -2.791 -3.741 -2.519 0.1088
H -1.337 -1.686 -1.409 0.0915
H 0.757 -1.717 -3.194 0.1495
H 0.344 -1.358 0.037 0.1083
H 0.468 2.195 2.010 0.1170
H 0.221 1.764 4.423 0.1223
H 1.050 -2.153 6.176 0.0950
H 1.129 -1.004 7.535 0.0930
```

The spin multiplicity is 1. Its energy above the lowest of the compared OMol25 structures with the same formula, charge and spin is 9.15 kJ/mol. Its total energy is -2131.62312 a.u. The value obtained for the HOMO energy is -7.98 eV.

***

# 3
One molecule with the formula C26H29N7O2, computed with ωB97M-V/def2-TZVPD.

```
64
Properties=species:S:1:pos:R:3:lowdin_charge:R:1
C -0.058 5.701 2.661 -0.0746
C 0.448 4.276 2.459 -0.3924
C 0.723 3.598 3.802 -0.1691
C 1.216 2.169 3.601 -0.1336
C 2.485 2.158 2.746 -0.2594
N 2.946 0.800 2.548 0.0567
C 4.148 0.265 2.972 -0.1188
C 5.209 0.828 3.667 -0.0801
N 6.284 0.125 3.967 0.0504
C 6.360 -1.149 3.601 -0.1616
C 5.370 -1.822 2.906 -0.0009
C 4.232 -1.097 2.581 -0.1034
C 3.015 -1.384 1.886 -0.0714
C 2.424 -2.454 1.241 -0.0415
N 1.244 -2.335 0.658 0.1196
C 0.628 -1.151 0.711 -0.3526
N -0.574 -0.983 0.097 0.1408
C -1.252 -1.788 -0.795 -0.2913
C -0.921 -3.117 -1.069 -0.0009
C -1.671 -3.778 -2.019 -0.0062
C -2.718 -3.125 -2.665 -0.1346
C -2.986 -1.810 -2.295 -0.2284
N -2.269 -1.168 -1.384 0.1655
C -4.094 -1.027 -2.940 -0.0899
C -5.039 -1.942 -3.717 -0.1361
N -4.273 -2.864 -4.522 -0.0482
C -4.056 -2.793 -5.850 -0.4323
O -3.336 -3.581 -6.439 0.0551
C -4.768 -1.673 -6.615 -0.1626
O -4.437 -0.381 -6.154 -0.0549
C -3.525 -3.817 -3.730 -0.0872
N 1.074 -0.049 1.324 0.2028
C 2.261 -0.174 1.896 -0.2082
C 2.221 2.837 1.401 -0.1353
C 1.722 4.262 1.614 -0.1688
H 0.688 6.301 3.178 0.0798
H -0.970 5.703 3.253 0.0753
H -0.270 6.170 1.703 0.0755
H -0.323 3.701 1.933 0.1445
H -0.186 3.587 4.405 0.1172
H 1.477 4.172 4.346 0.1224
H 0.452 1.579 3.092 0.1077
H 1.423 1.703 4.568 0.1224
H 3.281 2.695 3.272 0.1455
H 5.215 1.859 3.995 0.1075
H 7.276 -1.650 3.886 0.1003
H 5.478 -2.859 2.629 0.1093
H 2.887 -3.430 1.175 0.1229
H -0.957 -0.049 0.173 0.1467
H -0.097 -3.582 -0.557 0.0823
H -1.444 -4.803 -2.274 0.1198
H -4.636 -0.471 -2.175 0.1211
H -3.655 -0.295 -3.623 0.1155
H -5.704 -1.346 -4.338 0.1140
H -5.642 -2.534 -3.018 0.1347
H -5.852 -1.773 -6.512 0.1262
H -4.507 -1.794 -7.674 0.1271
H -3.504 -0.222 -6.338 0.1031
H -2.872 -4.372 -4.408 0.1274
H -4.222 -4.529 -3.265 0.1394
H 1.471 2.257 0.862 0.1032
H 3.140 2.843 0.809 0.1231
H 1.528 4.727 0.645 0.1173
H 2.494 4.850 2.116 0.1220
```

The spin multiplicity is 1. Its energy above the lowest of the compared OMol25 structures with the same formula, charge and spin is 15.66 kJ/mol. As for the structure (SMILES): C[C@H]1CC[C@H](n2c3cnccc3c3cnc(Nc4ccc5c(n4)CCN(C(=O)CO)C5)nc32)CC1. Its total energy is -1542.04005 a.u. The value obtained for the HOMO energy is -8.00 eV.

***

> Among the records above, which one has the highest energy above the lowest of the compared OMol25 structures with the same formula, charge and spin?

C26H29N7O2